Entry 1:
Here is a molecular structure, C29H44Cl2N4O9PdSSi from OMol25. Energies are from ωB97M-V/def2-TZVPD.

The charge is -2. The HOMO-LUMO gap comes out at 5.284 eV. Its HOMO energy is -0.042 Ha.

Each line ends with the Löwdin charge.
Atoms and positions in Å:
1 Pd 0.437 -0.411 0.110  0.745
2 Cl 2.529 4.894 -0.409  0.618
3 Cl 3.981 3.817 4.656  0.601
4 S 4.586 -0.307 -3.530  0.651
5 Si -2.836 -0.320 -0.082  0.013
6 O 3.211 -0.390 -3.957  -0.319
7 O -3.671 -1.630 0.518  -0.111
8 O 4.393 -3.737 1.847  -0.078
9 O 1.756 2.031 -0.500  -0.093
10 O -2.771 0.724 1.203  -0.113
11 O -3.949 0.372 -1.114  -0.109
12 O 5.291 -2.116 0.672  -0.051
13 O 5.573 -1.155 -4.165  -0.351
14 O -1.466 -0.657 -0.775  -0.332
15 N 2.805 -1.782 -0.726  0.021
16 N 1.930 0.193 1.582  0.018
17 N 4.303 -2.845 0.960  -0.384
18 N 0.988 -3.106 -0.254  0.091
19 C 3.137 -2.708 0.292  -0.227
20 C -1.311 2.097 2.466  -0.025
21 C 1.994 -3.506 0.473  -0.106
22 C 4.736 -0.480 -1.752  -0.197
23 C 2.647 3.719 0.881  -0.597
24 C -2.284 2.064 1.293  -0.645
25 C -3.496 2.949 1.573  -0.038
26 C 3.450 -0.498 -0.926  -0.189
27 C 2.660 -0.350 3.792  -0.042
28 C -1.854 -2.476 1.923  -0.052
29 C 5.097 1.383 -3.807  -0.317
30 C 3.054 0.936 4.010  -0.041
31 C -1.585 2.532 0.020  -0.035
32 C -3.841 -3.850 1.293  -0.042
33 C 3.302 3.251 3.138  -0.632
34 C 3.168 4.132 2.099  -0.171
35 C -5.871 -0.803 -1.895  -0.038
36 C 1.395 -1.928 -0.914  -0.470
37 C 2.085 -0.682 2.556  -0.121
38 C 4.105 2.386 -3.235  -0.116
39 C -4.525 -0.192 -2.282  -0.662
40 C -4.112 -1.896 2.843  -0.036
41 C -3.352 -2.446 1.637  -0.655
42 C -3.628 -1.254 -2.915  -0.045
43 C 0.859 -1.720 -2.314  -0.058
44 C -4.728 0.964 -3.258  -0.043
45 C 2.908 1.901 2.990  -0.185
46 C 2.212 2.395 0.599  -0.453
47 C 2.350 1.479 1.754  -0.134
48 H -0.899 3.098 2.616  0.087
49 H -6.513 -0.035 -1.457  0.081
50 H 3.488 1.233 4.955  0.077
51 H -3.493 -2.100 -2.238  0.082
52 H 3.717 -0.081 0.045  0.107
53 H -0.703 1.931 -0.209  0.047
54 H -1.255 3.567 0.141  0.091
55 H 5.179 1.452 -4.894  0.095
56 H -1.649 -3.159 2.753  0.085
57 H -4.081 -1.617 -3.843  0.081
58 H -4.905 -3.822 1.046  0.076
59 H -0.485 1.411 2.275  0.062
60 H -1.494 -1.483 2.200  0.066
61 H 6.098 1.479 -3.382  0.094
62 H -4.005 2.606 2.478  0.078
63 H -5.226 0.627 -4.171  0.075
64 H 3.118 2.236 -3.669  0.082
65 H -0.215 -1.887 -2.298  0.050
66 H 4.433 3.404 -3.449  0.072
67 H -3.292 -4.226 0.428  0.087
68 H 1.737 -1.685 2.363  0.099
69 H 3.476 5.163 2.221  0.092
70 H 2.711 0.182 -1.346  0.090
71 H 5.304 0.403 -1.448  0.102
72 H -1.289 -2.800 1.047  0.063
73 H -5.185 -1.883 2.633  0.080
74 H -6.374 -1.230 -2.768  0.076
75 H -5.714 -1.585 -1.151  0.074
76 H -3.932 -2.508 3.732  0.077
77 H 1.940 -4.360 1.132  0.111
78 H 5.363 -1.347 -1.571  0.090
79 H -2.268 2.477 -0.830  0.082
80 H -1.818 1.778 3.381  0.082
81 H -3.196 3.992 1.707  0.078
82 H 2.776 -1.116 4.546  0.103
83 H 1.054 -0.715 -2.681  0.062
84 H -4.195 2.883 0.737  0.081
85 H -5.336 1.740 -2.788  0.079
86 H -3.689 -4.535 2.132  0.076
87 H 3.997 2.291 -2.153  0.062
88 H 1.350 -2.425 -2.989  0.081
89 H -2.641 -0.844 -3.124  0.082
90 H -3.787 -0.874 3.040  0.075
91 H -3.761 1.395 -3.522  0.086

---

Entry 2:
Here is C2H6N5P in the gas phase from OMol25. Energies are from ωB97M-V/def2-TZVPD.

The HOMO-LUMO gap (alpha / beta) comes out at 7.652 / 7.655 eV. Its HOMO energy (alpha / beta) is -0.304 / -0.304 Ha.

Each line ends with the natural charge from an NBO analysis.
Atoms and positions in Å:
1 P -1.992 0.714 0.380  0.779
2 N 0.233 -0.011 -1.913  -0.221
3 N -1.316 2.277 -0.255  -1.099
4 N 1.235 -0.608 -1.574  -0.064
5 N 1.058 -1.360 1.775  -0.780
6 N 1.542 -1.125 -0.402  -0.439
7 C -0.559 -0.240 0.308  -0.341
8 C 0.569 -0.888 0.537  0.230
9 H -1.790 3.108 0.170  0.388
10 H 0.247 -1.670 2.460  0.388
11 H -2.744 0.248 -0.745  -0.002
12 H 2.104 -0.581 -2.197  0.377
13 H 1.765 -1.959 1.573  0.392
14 H -0.353 2.096 -0.118  0.392

---

Entry 3:
Here is a molecular structure, C5H5N from OMol25. Energies are from ωB97M-V/def2-TZVPD.

The HOMO-LUMO gap comes out at 7.562 eV. Its HOMO energy is -0.312 Ha.

Each line ends with the natural charge from an NBO analysis.
Atoms and positions in Å:
1 N 0.940 -0.680 1.764  -0.602
2 C -1.004 -0.231 0.602  -0.341
3 C -0.325 -0.266 1.847  0.213
4 C 0.087 -0.018 -0.216  -0.060
5 C -0.047 0.522 -1.638  -0.643
6 C 1.286 -0.126 0.621  0.113
7 H 0.881 0.983 -2.017  0.239
8 H -1.991 -0.051 0.396  0.219
9 H -0.973 1.017 -1.647  0.224
10 H 1.420 -0.785 2.625  0.414
11 H -0.276 -0.365 -2.338  0.223

---

Entry 4:
Here is C4H10ClN in the gas phase from OMol25. Energies are from ωB97M-V/def2-TZVPD.

The HOMO-LUMO gap comes out at 10.409 eV. Its HOMO energy is -0.350 Ha. Its SMILES is NCCCCCl.

Each line ends with the natural charge from an NBO analysis.
Atoms and positions in Å:
1 Cl 3.757 -0.208 -0.012  -0.081
2 N -2.695 0.075 -0.074  -0.812
3 C -0.359 0.114 0.344  -0.414
4 C 2.113 0.452 -0.277  -0.344
5 C 1.047 -0.479 0.233  -0.430
6 C -1.503 -0.598 -0.278  -0.199
7 H 1.153 -1.410 -0.387  0.216
8 H 1.268 -0.707 1.288  0.218
9 H -0.455 0.378 1.326  0.198
10 H -1.645 -1.651 -0.215  0.199
11 H -2.891 0.196 1.021  0.349
12 H 2.066 0.817 -1.252  0.209
13 H -2.358 0.894 -0.540  0.353
14 H 2.133 1.413 0.331  0.201
15 H -1.224 -0.450 -1.449  0.157
16 H -0.406 1.164 -0.060  0.181

---

ΔE to the lowest compared entry with this formula, charge and spin, record by record: 0.3545 3.6612 5.9714 1.8871 eV
E, record by record: -3763.7868 -694.7379 -248.0556 -673.2901 Ha